[1]
Below is an isolated molecule of C18H18N4O3 at a distorted geometry, with properties calculated with ωB97M-V/def2-TZVPD.

## Properties
Energy above the lowest of the compared OMol25 structures with the same formula, charge and spin, kcal per mole: 73.0
F_max, eV/Å: 4.79
Lowest unoccupied orbital energy, eV: -1.44
Total charge: 0
HOMO, eV: -8.166
Gap between HOMO and LUMO, eV: 6.7

XYZ file:
```
43
Properties=species:S:1:pos:R:3:lowdin_charge:R:1
O -1.982 -3.373 -0.707 0.09
O 2.186 4.115 0.330 0.02
O -1.072 4.363 2.932 -0.16
N 3.823 -1.077 -3.210 0.11
N 0.789 0.747 -0.232 0.17
N -0.899 -1.448 -0.351 0.14
N 2.247 -3.767 -3.305 0.13
C 0.261 -1.549 -1.089 -0.09
C 0.644 -2.612 -1.970 0.05
C -2.495 -2.011 2.360 -0.05
C 1.056 -0.346 -0.972 -0.13
C 1.820 1.698 -0.213 -0.13
C 0.033 4.332 2.032 -0.04
C 1.845 -2.617 -2.603 -0.24
C 4.207 0.150 -2.872 -0.04
C 2.235 -0.328 -1.831 -0.09
C 3.005 1.664 -1.029 0.09
C 2.578 -1.416 -2.640 -0.18
C -3.567 -0.411 0.572 -0.04
C 1.539 3.031 0.453 -0.31
C -1.855 3.177 3.230 -0.08
C -1.930 -2.280 -0.203 -0.47
C -3.024 -1.892 0.850 -0.25
C 0.498 3.171 1.479 -0.04
C 3.206 0.645 -1.949 -0.14
H -0.921 -0.458 0.120 0.17
H 0.424 5.330 1.875 0.13
H -2.614 3.479 3.932 0.08
H 3.780 2.371 -0.833 0.12
H -4.474 -0.218 1.121 0.07
H -3.752 -0.323 -0.445 0.05
H -1.521 -1.472 2.487 0.08
H -2.317 2.782 2.284 0.09
H -2.470 -3.018 2.669 0.05
H 5.069 0.626 -3.195 0.09
H 3.074 -3.848 -3.917 0.12
H 0.136 -3.561 -1.948 0.11
H 0.113 2.223 1.887 0.09
H -2.899 0.310 0.948 0.04
H -3.808 -2.626 0.736 0.12
H -3.197 -1.511 3.076 0.08
H -1.221 2.341 3.642 0.10
H 1.450 -4.392 -3.503 0.11
```

=====

[2]
Below is an isolated molecule of C4H8O2, with properties calculated with ωB97M-V/def2-TZVPD.

## Properties
Energy above the lowest of the compared OMol25 structures with the same formula, charge and spin, kcal per mole: 43.6
F_max, eV/Å: 0.57
Lowest unoccupied orbital energy, eV: 0.80
Total charge: 0
HOMO, eV: -9.676
Gap between HOMO and LUMO, eV: 10.5

XYZ file:
```
14
Properties=species:S:1:pos:R:3:lowdin_charge:R:1
O 0.505 -0.316 -2.368 0.06
O -1.063 0.042 0.806 -0.16
C -0.343 0.555 -0.310 -0.34
C -0.297 -0.424 -1.471 -0.21
C -0.719 -1.183 1.426 -0.10
C 1.058 1.212 -0.214 -0.03
H -1.533 -1.419 2.124 0.09
H -0.648 -2.034 0.732 0.08
H -1.056 -1.231 -1.486 0.13
H 1.070 2.060 0.472 0.08
H 0.207 -1.107 2.005 0.09
H 1.870 0.519 0.031 0.08
H 1.305 1.593 -1.217 0.08
H -1.014 1.367 -0.619 0.16
```

=====

The highest F_max belongs to which entry? C18H18N4O3